No. 1
This record from the OMol25 dataset describes C19H31BBr4CoF4O2PSe2 as an isolated structure. The level of theory is ωB97M-V with the def2-TZVPD basis set.

Last column: Mulliken charge in e.
Positions of all 65 atoms, in Å:
1 Co -0.64654 0.17069 -0.64874  0.13
2 C -0.71296 -0.39696 3.53717  -1.29
3 Se -1.47449 0.49178 1.98572  0.36
4 C -3.28105 -0.19669 2.23103  -0.71
5 C -3.54796 -1.63687 1.86298  -0.72
6 Se -3.63794 -1.94620 -0.05685  0.31
7 C -3.87446 -3.86133 0.13945  -1.02
8 H -1.33691 -0.19047 4.40508  0.45
9 H 0.27943 0.01568 3.70754  0.34
10 H -0.62992 -1.46699 3.37499  0.36
11 H -3.92314 0.48800 1.67767  0.09
12 H -3.46538 -0.05572 3.29899  0.57
13 H -4.51731 -1.91906 2.28462  0.48
14 H -2.79105 -2.30974 2.27882  0.31
15 H -4.78190 -4.07569 0.70260  0.35
16 H -3.00051 -4.29367 0.61576  0.21
17 H -3.95861 -4.27430 -0.86264  0.32
18 Br -5.22013 5.25169 -0.89074  -0.21
19 C -3.62447 4.24412 -0.99020  0.19
20 C -2.41305 4.85859 -1.24859  0.22
21 Br -2.30775 6.72639 -1.51585  -0.22
22 C -1.24206 4.08180 -1.31491  -0.12
23 Br 0.44110 4.84648 -1.72882  -0.18
24 C -1.28357 2.71754 -1.11815  0.02
25 O -0.23953 1.90672 -1.19687  -0.37
26 C -2.52425 2.08192 -0.83711  0.08
27 O -2.49287 0.79289 -0.62597  -0.66
28 C -3.67694 2.85908 -0.79695  -0.21
29 Br -5.28962 1.93124 -0.46721  -0.18
30 C 2.46928 1.59066 -2.53337  -1.42
31 C 2.58373 0.17604 -1.96869  0.21
32 C 2.09603 -0.83375 -3.00828  -1.58
33 P 1.65637 -0.05500 -0.39256  1.70
34 C 2.46932 1.02537 0.88613  1.02
35 C 3.94723 1.33942 0.62486  -1.80
36 C 1.72763 2.33005 1.16191  -1.01
37 C 2.13498 -1.76351 0.12812  1.27
38 C 3.62612 -2.01833 0.34555  -1.99
39 C 1.36562 -2.18369 1.37260  -1.27
40 H 3.10711 1.67006 -3.41723  0.51
41 H 2.76749 2.36477 -1.82876  0.26
42 H 1.44278 1.81284 -2.81815  0.15
43 H 3.63341 -0.03400 -1.73849  0.52
44 H 1.02546 -0.72615 -3.18650  0.19
45 H 2.26881 -1.86894 -2.72182  0.34
46 H 2.61114 -0.64777 -3.95335  0.50
47 H 2.41483 0.40058 1.78827  0.23
48 H 4.05909 2.07421 -0.17138  0.34
49 H 4.53665 0.46615 0.36131  0.34
50 H 4.38336 1.77389 1.52806  0.47
51 H 1.70828 2.96355 0.27934  0.05
52 H 2.23150 2.87424 1.96519  0.56
53 H 0.69243 2.17264 1.45530  -0.06
54 H 1.79695 -2.38761 -0.69947  -0.09
55 H 4.01084 -1.45434 1.19640  0.33
56 H 4.23090 -1.77602 -0.52850  0.37
57 H 3.78193 -3.07763 0.56329  0.48
58 H 1.71243 -1.63204 2.24949  0.40
59 H 1.52354 -3.24612 1.56062  0.52
60 H 0.29563 -2.03331 1.26276  -0.16
61 F -1.73971 -3.59696 -2.27563  -0.29
62 B -0.64286 -3.27097 -1.51580  0.04
63 F 0.53878 -3.64874 -2.14458  -0.35
64 F -0.70169 -3.81300 -0.24323  -0.43
65 F -0.59157 -1.80750 -1.38622  -0.22

Cartesian forces (eV/Å) of the 6 atoms listed first:
0.354 0.193 0.356
0.028 0.044 0.057
0.114 -0.184 -0.113
-0.054 0.183 0.131
-0.012 -0.171 0.032
-0.028 0.014 -0.060

Output
* maximum force: 0.5 eV/A
* net charge: -1
* multiplicity: 2
* <S²>: 0.9316
* HOMO-LUMO gap (spin up / spin down): 6.909 / 6.988 eV
* energy relative to the best compared isomer or geometry (same formula, charge and spin): 0.0 kJ/mol

No. 2
This record from the OMol25 dataset describes a 3-piece molecular cluster, H6O3 overall. The level of theory is ωB97M-V with the def2-TZVPD basis set.

Last column: Mulliken charge in e.
Positions of all 9 atoms, in Å:
1 O 0.18932 -3.00961 1.70027  -0.63
2 H -0.75492 -2.91576 1.82611  0.31
3 H 0.31056 -2.96570 0.75179  0.32
4 O 0.24428 -0.05500 -1.18314  -0.64
5 H 0.78694 -0.43285 -1.87523  0.32
6 H -0.65461 -0.18262 -1.48637  0.32
7 O 0.12872 3.51097 -0.04925  -0.65
8 H 0.31553 2.60371 -0.29049  0.33
9 H -0.56582 3.44685 0.60630  0.31

Cartesian forces (eV/Å) of the 6 atoms listed first:
0.139 -0.085 0.168
-0.224 0.031 0.082
0.090 0.076 -0.236
0.032 0.108 0.264
0.217 -0.046 -0.176
-0.267 0.008 -0.071

Output
* maximum force: 0.4 eV/A
* multiplicity: 1
* HOMO-LUMO gap: 11.707 eV
* energy relative to the best compared isomer or geometry (same formula, charge and spin): 54.1 kJ/mol

No. 3
This record from the OMol25 dataset describes a 4-piece molecular cluster, C35H56F5INO9S2 overall at a distorted geometry. The level of theory is ωB97M-V with the def2-TZVPD basis set.

Last column: Mulliken charge in e.
Positions of all 109 atoms, in Å:
1 C -3.05399 -0.96802 3.97628  -1.05
2 C -1.48941 -0.87910 3.59081  -0.42
3 I -0.69170 -2.93562 3.48104  0.08
4 C -1.17835 0.00038 2.27818  -0.83
5 N -0.63631 -0.79951 1.12268  0.69
6 C 0.66870 -0.88552 0.83268  0.42
7 C 1.94195 -0.23524 1.53445  -0.86
8 C 2.29599 1.11880 0.67415  -0.28
9 C 3.27786 0.79244 -0.57749  -0.79
10 C 2.85692 1.52157 -1.93197  0.64
11 F 2.12857 2.74292 -1.71584  -0.29
12 F 4.06929 1.93155 -2.59274  -0.30
13 C 2.04297 0.61634 -2.97379  0.61
14 F 2.14183 1.27579 -4.24231  -0.26
15 F 0.63762 0.57573 -2.69695  -0.22
16 F 2.59523 -0.66922 -3.17816  -0.20
17 S 1.11892 -1.91705 -0.61318  -0.13
18 C -0.60802 -2.50448 -0.95566  0.37
19 C -0.92537 -4.07480 -1.03441  -0.59
20 C 0.36078 -5.02937 -0.96994  -1.09
21 C 1.35437 -4.91901 -2.22448  -0.36
22 S 2.28359 -6.54457 -2.42714  -0.22
23 C -1.43524 -1.58327 0.09070  -1.19
24 C -2.90384 -2.11174 0.56133  -0.23
25 C -3.76546 -2.22384 -0.82594  -0.47
26 C -5.11818 -1.35363 -0.80690  -0.73
27 C -5.17928 -0.22161 -1.94472  0.29
28 C -4.29277 1.06650 -1.88236  0.04
29 C -4.40841 2.14317 -3.01780  -0.73
30 C -5.42008 1.89426 -4.15772  -0.27
31 C -6.30216 0.61539 -4.26807  -0.52
32 C -6.15752 -0.43482 -3.14045  -0.36
33 H -3.55831 0.06495 4.04714  0.35
34 H -3.63730 -1.69733 3.31523  0.28
35 H -3.11861 -1.40426 5.04582  0.35
36 H -0.97170 -0.41879 4.51516  0.57
37 H -0.38529 0.78302 2.58550  0.42
38 H -2.10546 0.61860 1.97289  0.41
39 H 1.77725 0.07533 2.62248  0.30
40 H 2.85307 -0.93636 1.42090  0.25
41 H 1.29672 1.50775 0.27054  0.38
42 H 2.74086 1.88718 1.39064  0.31
43 H 4.30280 1.23764 -0.27978  0.34
44 H 3.47401 -0.33670 -0.69374  0.38
45 H -0.89254 -2.10852 -1.99084  0.51
46 H -1.49726 -4.31920 -2.00923  0.35
47 H -1.63460 -4.41608 -0.18907  0.29
48 H -0.04183 -6.11469 -0.96986  0.59
49 H 0.88804 -4.91789 0.05380  0.22
50 H 0.85548 -4.63312 -3.20980  0.42
51 H 2.17570 -4.13997 -1.98542  0.22
52 H 2.02002 -7.18753 -1.20715  0.13
53 H -1.76012 -0.71547 -0.60747  0.00
54 H -3.43128 -1.31750 1.19318  -0.08
55 H -2.86205 -3.14116 1.05174  0.48
56 H -4.01996 -3.34687 -0.92272  0.34
57 H -3.16691 -1.91760 -1.74692  0.31
58 H -5.98901 -2.09393 -0.93497  0.34
59 H -5.27745 -0.82049 0.20514  0.31
60 H -3.56429 1.18078 -0.99833  0.21
61 H -3.75863 3.09210 -3.00567  0.33
62 H -5.53829 2.67963 -4.97164  0.36
63 H -7.02879 0.43573 -5.13625  0.32
64 H -6.78106 -1.39122 -3.12104  0.25
65 C 4.23874 -4.17042 6.22156  -1.06
66 C 4.28661 -5.61467 5.75877  -0.16
67 O 3.56241 -5.79473 4.53362  -0.37
68 C 4.16846 -5.33866 3.42826  0.75
69 O 5.25052 -4.80478 3.37588  -0.56
70 O 3.34863 -5.55247 2.38345  -0.30
71 C 3.82866 -5.01087 1.15438  -0.20
72 H 3.20362 -3.82706 6.30106  0.26
73 H 4.72617 -4.06026 7.19240  0.37
74 H 4.73886 -3.50751 5.51179  0.30
75 H 3.80086 -6.24759 6.50441  0.29
76 H 5.31427 -5.97244 5.65183  0.32
77 H 4.83281 -5.37384 0.92708  0.40
78 H 3.81320 -3.91943 1.19788  0.10
79 H 3.15652 -5.33582 0.35840  -0.16
80 C 7.51218 0.81157 4.06162  -1.02
81 C 6.80054 1.05327 5.37979  -0.14
82 O 6.30231 2.39587 5.46618  -0.36
83 C 5.20886 2.65842 4.73955  0.74
84 O 4.61405 1.87421 4.03387  -0.52
85 O 4.89900 3.95467 4.90523  -0.33
86 C 3.81234 4.39814 4.09504  -0.58
87 H 8.30042 1.55342 3.90957  0.30
88 H 7.95356 -0.18694 4.03914  0.36
89 H 6.82643 0.90031 3.21596  0.22
90 H 7.51121 0.93081 6.19971  0.30
91 H 5.99272 0.33423 5.54264  0.27
92 H 2.92711 3.77649 4.24618  0.24
93 H 4.10831 4.39994 3.04403  0.27
94 H 3.57091 5.41993 4.38951  0.23
95 C -6.96334 7.98485 -7.35811  -1.10
96 C -6.91697 7.00541 -6.20028  -0.19
97 O -5.69529 6.25361 -6.20078  -0.33
98 C -4.60321 6.91655 -5.78644  0.75
99 O -4.56469 8.06577 -5.41759  -0.55
100 O -3.54648 6.08769 -5.88068  -0.32
101 C -2.29814 6.70810 -5.57523  -0.65
102 H -6.79990 7.46595 -8.30635  0.30
103 H -7.92801 8.49530 -7.39296  0.36
104 H -6.18034 8.74133 -7.27199  0.31
105 H -7.72855 6.28247 -6.30831  0.30
106 H -7.05711 7.50717 -5.23878  0.31
107 H -2.32177 7.18055 -4.59107  0.30
108 H -2.04630 7.43728 -6.34731  0.31
109 H -1.53193 5.93175 -5.56747  0.22

Cartesian forces (eV/Å) of the 6 atoms listed first:
0.198 -0.502 0.888
-1.114 0.595 0.897
-0.191 0.895 0.123
0.163 0.613 0.817
2.988 -0.856 -0.903
0.547 -0.704 0.108

Output
* maximum force: 4.4 eV/A
* net charge: +1
* multiplicity: 1
* HOMO-LUMO gap: 7.175 eV

No. 4
This record from the OMol25 dataset describes an isolated ion of composition C15H14BrN4O3 and charge +1 at a distorted geometry. The level of theory is ωB97M-V with the def2-TZVPD basis set.

Last column: Mulliken charge in e.
Positions of all 37 atoms, in Å:
1 C -2.52799 1.69652 -3.61739  -0.89
2 C -3.53165 1.53203 -2.47636  -0.34
3 O -3.05241 0.59547 -1.48905  -0.38
4 C -2.56218 1.13433 -0.34419  -0.67
5 N -1.23275 0.47743 -0.02411  0.65
6 N -0.79446 -0.37888 -0.93357  -0.79
7 C 0.32761 -0.97123 -0.67366  0.23
8 O 0.81815 -1.78695 -1.67996  -0.40
9 C -0.06496 -2.58147 -2.22457  0.46
10 N -0.85258 -3.25982 -2.67745  -0.36
11 C 1.11618 -0.79252 0.47758  0.58
12 C 2.39289 -1.47864 0.73755  0.55
13 C 3.40820 -0.77670 1.39884  -0.53
14 C 4.59868 -1.43786 1.66922  -0.45
15 N 4.85102 -2.70317 1.35027  -0.55
16 C 3.87782 -3.37797 0.73292  -0.40
17 C 2.65410 -2.80745 0.41318  -0.41
18 C 0.61599 0.11950 1.37525  -0.50
19 C -0.58969 0.76407 1.09765  0.45
20 C -1.18859 1.76044 2.04285  -0.42
21 C -0.20775 2.15690 3.12568  -0.01
22 O 0.60259 2.98559 2.95586  -0.41
23 Br -0.30931 1.19514 4.78374  -0.07
24 H -2.93105 1.26688 -4.52453  0.31
25 H -2.30662 2.73764 -3.82109  0.29
26 H -1.61090 1.16657 -3.39293  0.24
27 H -4.44399 1.10027 -2.86318  0.35
28 H -3.80226 2.47961 -2.02059  0.39
29 H -2.35111 2.19785 -0.43253  0.48
30 H -3.22994 0.94612 0.49426  0.26
31 H 3.29436 0.25803 1.66668  0.54
32 H 5.38550 -0.89492 2.17211  0.38
33 H 4.07914 -4.40554 0.48319  0.40
34 H 1.90945 -3.41923 -0.06036  0.39
35 H 1.13906 0.30023 2.29446  0.65
36 H -1.46367 2.67850 1.53895  0.42
37 H -2.07547 1.32969 2.50212  0.55

Cartesian forces (eV/Å) of the 6 atoms listed first:
-0.241 0.071 0.091
0.192 -0.147 -0.618
-0.233 0.120 0.309
-0.129 -0.133 -0.614
-0.184 -0.344 -0.400
0.066 0.356 0.589

Output
* maximum force: 1.9 eV/A
* net charge: +1
* multiplicity: 1
* HOMO-LUMO gap: 7.835 eV